No. 1
# C8H24ClO8S4

A cluster of 5 separate species, C8H24ClO8S4 in total at a distorted geometry (ωB97M-V/def2-TZVPD, the Open Molecules 2025 dataset).

```
45
Properties=species:S:1:pos:R:3:mulliken_charge:R:1
Cl 1.624 -3.124 -1.842 1.570
O 2.336 -2.337 -0.923 -0.617
O 0.659 -3.922 -1.162 -0.634
O 0.936 -2.150 -2.715 -0.673
O 2.482 -4.004 -2.647 -0.646
C 6.730 2.661 0.669 -0.853
S 6.396 3.719 2.109 0.483
O 6.185 5.012 1.320 -0.622
C 4.807 2.946 2.660 -0.896
H 6.588 1.631 0.996 0.325
H 7.769 2.741 0.349 0.303
H 6.064 2.811 -0.181 0.297
H 4.153 3.227 1.835 0.291
H 4.494 3.373 3.613 0.324
H 4.956 1.913 2.976 0.348
C -4.862 -0.365 -0.887 -0.956
S -5.800 1.205 -1.269 0.490
O -6.405 1.675 0.002 -0.611
C -4.294 2.155 -1.615 -0.908
H -4.397 -0.809 -1.767 0.350
H -5.505 -1.087 -0.385 0.335
H -4.231 -0.192 -0.016 0.315
H -3.824 1.817 -2.538 0.358
H -3.686 2.275 -0.719 0.311
H -4.630 3.149 -1.911 0.317
C -4.740 -7.803 5.115 -0.877
S -3.034 -7.765 5.951 0.448
O -2.177 -9.003 5.487 -0.601
C -2.395 -6.304 5.032 -0.872
H -5.412 -6.989 5.386 0.348
H -5.224 -8.688 5.527 0.299
H -4.579 -7.893 4.041 0.302
H -2.836 -5.376 5.397 0.331
H -2.619 -6.447 3.975 0.283
H -1.313 -6.201 4.952 0.338
C 1.236 3.933 -5.651 -0.849
S 2.388 5.354 -5.275 0.486
O 1.562 6.524 -5.827 -0.631
C 1.932 5.295 -3.479 -0.927
H 1.793 2.997 -5.619 0.347
H 0.979 4.197 -6.677 0.322
H 0.457 3.847 -4.893 0.277
H 0.961 5.790 -3.476 0.329
H 2.529 5.934 -2.829 0.329
H 1.943 4.278 -3.088 0.318
```

Calculated values
Net charge = -1
E = -2973.6853 hartree
Orbital gap = 7.82 eV
M = 411.993 g mol⁻¹


No. 2
# C3H6N2O

An isolated molecule of C3H6N2O at a distorted geometry (ωB97M-V/def2-TZVPD, the Open Molecules 2025 dataset).

```
12
Properties=species:S:1:pos:R:3:mulliken_charge:R:1
C 0.595 -0.709 1.272 -0.708
N -0.130 -0.112 -0.104 0.051
C -0.003 1.121 -0.788 0.110
N 0.787 2.019 -0.384 -0.574
C -0.976 -1.063 -0.550 0.055
O -1.084 -2.122 0.022 -0.561
H 0.489 -1.779 1.550 0.277
H 0.169 -0.089 2.036 0.301
H 1.614 -0.471 1.074 0.329
H -0.655 1.195 -1.684 0.203
H 0.741 2.827 -1.001 0.252
H -1.554 -0.827 -1.448 0.264
```

Calculated values
Net charge = 0
E = -302.6246 hartree
Orbital gap = 10.52 eV
M = 86.094 g mol⁻¹
SMILES string = [H]/N=C/N(C)C=O


No. 3
# C8H20AlBeBr2ClF3LiN2O5P

A structure of composition C8H20AlBeBr2ClF3LiN2O5P at a distorted geometry (ωB97M-V/def2-TZVPD, the Open Molecules 2025 dataset).

```
45
Properties=species:S:1:pos:R:3:mulliken_charge:R:1
C 3.727 -2.643 0.415 -0.390
C 4.983 -3.561 -0.187 -0.447
C 5.300 -4.678 1.015 -0.008
P 3.882 -6.000 0.829 0.405
Cl 4.466 -7.166 -0.901 -0.122
H 4.013 -1.505 0.299 0.355
H 3.517 -2.897 1.551 0.073
H 2.756 -2.837 -0.209 0.062
H 4.561 -4.167 -1.115 0.250
H 5.906 -2.890 -0.446 0.328
H 6.345 -5.218 0.848 0.374
H 5.259 -4.126 2.066 -0.527
H 3.736 -6.839 1.991 0.193
H 2.697 -5.268 0.453 0.181
F 5.755 -2.651 2.456 -0.720
F 3.380 -0.019 0.871 -0.644
C 0.145 -0.724 -0.750 1.240
O -0.139 -1.697 -0.069 -0.522
N 0.432 -0.813 -2.061 -0.303
N 0.195 0.524 -0.250 -0.153
H 0.668 -0.024 -2.638 0.204
H 0.405 -1.735 -2.477 0.104
H -0.014 0.635 0.733 0.195
H 0.427 1.337 -0.795 0.031
Li 4.740 -4.202 3.851 0.965
Be -0.911 -2.402 -1.544 0.162
Br -1.385 4.399 1.007 -0.036
C -2.191 4.380 -0.769 -0.189
C -1.615 3.272 -1.619 -0.335
Br 0.157 3.740 -2.284 -0.165
H -2.044 5.376 -1.197 0.449
H -3.258 4.218 -0.594 -0.127
H -2.223 3.117 -2.515 0.339
H -1.515 2.323 -1.085 0.248
C -6.094 4.450 -1.653 0.908
O -7.212 4.715 -2.068 -0.574
O -5.781 4.359 -0.460 -0.511
O -5.104 4.233 -2.360 -0.524
Al -7.927 4.458 -4.012 0.528
F -0.048 3.675 3.259 -0.493
C -5.992 2.936 2.499 -0.202
O -5.804 1.749 3.055 -0.319
H -5.477 3.797 2.958 0.275
H -5.689 3.055 1.445 0.175
H -7.027 3.316 2.458 0.266
```

Calculated values
Net charge = +1
E = -7315.4677 hartree
Orbital gap = 1.95 eV
M = 550.421 g mol⁻¹


No. 4
# C6H24As2F12N12O6Tl

A structure of composition C6H24As2F12N12O6Tl at a distorted geometry (ωB97M-V/def2-TZVPD, the Open Molecules 2025 dataset).

```
63
Properties=species:S:1:pos:R:3:mulliken_charge:R:1
Tl 19.622 -28.957 -13.658 1.001
As 15.092 -35.039 -12.184 2.002
F 14.012 -36.360 -11.459 -0.492
F 15.266 -36.035 -13.603 -0.452
F 16.315 -33.876 -12.911 -0.525
F 15.086 -34.117 -10.723 -0.444
F 16.547 -35.969 -11.494 -0.496
F 13.701 -34.210 -12.925 -0.472
As 20.233 -23.955 -8.193 1.985
F 22.017 -24.291 -8.531 -0.521
F 20.195 -22.470 -9.225 -0.482
F 18.450 -23.814 -7.859 -0.498
F 20.286 -25.397 -7.175 -0.474
F 20.557 -22.778 -6.793 -0.497
F 19.925 -25.032 -9.505 -0.462
C 18.164 -32.855 -18.970 0.717
O 18.053 -31.864 -18.267 -0.571
N 18.338 -34.042 -18.469 -0.354
N 18.050 -32.909 -20.239 -0.334
H 18.121 -34.792 -19.110 0.181
H 18.345 -34.223 -17.475 0.251
H 18.137 -33.812 -20.683 0.153
H 17.866 -32.152 -20.882 0.213
C 19.860 -31.933 -7.584 0.780
O 19.367 -31.334 -8.555 -0.522
N 19.918 -33.227 -7.494 -0.368
N 20.261 -31.429 -6.491 -0.368
H 19.421 -33.772 -8.184 0.240
H 20.460 -33.670 -6.767 0.182
H 20.087 -30.435 -6.439 0.255
H 20.513 -32.101 -5.781 0.187
C 24.927 -24.343 -14.322 0.718
O 24.055 -25.219 -14.271 -0.572
N 25.495 -23.855 -13.279 -0.367
N 25.514 -24.027 -15.374 -0.372
H 25.058 -24.040 -12.388 0.247
H 26.364 -23.358 -13.413 0.190
H 26.063 -23.179 -15.366 0.204
H 25.158 -24.355 -16.260 0.239
C 25.466 -29.749 -9.842 0.676
O 24.637 -29.620 -10.654 -0.525
N 26.306 -30.688 -9.851 -0.370
N 25.561 -29.066 -8.755 -0.348
H 27.071 -30.772 -9.198 0.177
H 26.308 -31.286 -10.666 0.223
H 24.994 -28.268 -8.507 0.236
H 26.440 -29.163 -8.268 0.180
C 22.903 -35.328 -14.033 0.700
O 22.449 -34.156 -13.882 -0.594
N 23.954 -35.626 -14.711 -0.362
N 22.446 -36.416 -13.415 -0.361
H 24.361 -36.548 -14.786 0.179
H 24.344 -34.906 -15.301 0.222
H 22.952 -37.279 -13.560 0.181
H 21.540 -36.361 -12.973 0.238
C 13.865 -28.361 -9.611 0.683
O 14.648 -28.493 -10.456 -0.459
N 12.890 -29.142 -9.464 -0.317
N 13.679 -27.372 -8.841 -0.359
H 12.143 -28.806 -8.874 0.181
H 12.934 -30.054 -9.897 0.255
H 14.453 -26.758 -8.632 0.270
H 13.002 -27.585 -8.122 0.189
```

Calculated values
Net charge = +1
E = -7193.5732 hartree
Orbital gap = 1.39 eV
M = 942.539 g mol⁻¹


No. 5
# C42H38LiN5P2S2Se2

A structure of composition C42H38LiN5P2S2Se2 (ωB97M-V/def2-TZVPD, the Open Molecules 2025 dataset).

```
92
Properties=species:S:1:pos:R:3:mulliken_charge:R:1
Li 1.785 -0.926 -1.285 0.682
C 3.563 1.296 -1.610 -1.508
N 3.760 -0.049 -1.063 1.555
C 4.624 -0.877 -1.916 -1.287
C 4.109 -1.023 -3.339 -1.048
N 2.760 -1.581 -3.413 1.607
C 2.734 -3.019 -3.122 -1.036
C 2.119 -1.280 -4.671 -1.267
C 2.707 -1.713 -5.855 -0.281
C 2.135 -1.449 -7.092 -0.892
C 0.940 -0.734 -7.122 -0.435
C 0.348 -0.298 -5.948 -0.691
C 0.908 -0.547 -4.672 0.788
S 0.155 0.014 -3.209 -0.322
C 4.262 -0.081 0.290 -0.790
C 5.128 0.908 0.744 -0.151
C 5.643 0.887 2.035 -0.902
C 5.283 -0.161 2.874 -0.595
C 4.431 -1.159 2.423 -0.713
C 3.888 -1.166 1.122 0.469
S 2.808 -2.426 0.589 -0.289
H 4.508 1.773 -1.919 0.318
H 3.065 1.912 -0.865 0.541
H 2.898 1.242 -2.475 0.202
H 4.704 -1.855 -1.436 0.480
H 5.636 -0.443 -1.965 0.353
H 4.839 -1.641 -3.891 0.405
H 4.088 -0.048 -3.824 0.477
H 3.425 -3.579 -3.777 0.294
H 1.720 -3.388 -3.277 0.253
H 3.003 -3.205 -2.079 0.180
H 3.637 -2.273 -5.806 0.219
H 2.607 -1.793 -8.005 0.349
H 0.466 -0.514 -8.074 0.317
H -0.582 0.258 -5.977 0.403
H 5.395 1.724 0.082 0.300
H 6.299 1.680 2.376 0.366
H 5.667 -0.201 3.889 0.339
H 4.144 -1.972 3.080 0.428
Se -4.680 1.303 -0.652 -0.384
P -3.002 1.888 0.493 0.690
C -3.285 1.698 2.290 0.590
C -4.576 1.761 2.802 -0.669
C -4.793 1.619 4.166 -0.661
C -3.722 1.401 5.025 -0.480
C -2.431 1.338 4.518 -0.615
C -2.211 1.494 3.154 -0.215
C -2.764 3.684 0.256 0.657
C -2.484 4.132 -1.037 -0.520
C -2.367 5.486 -1.286 -0.623
C -2.541 6.409 -0.255 -0.433
C -2.818 5.965 1.026 -0.715
C -2.923 4.599 1.283 -0.387
C -1.359 1.210 0.250 -0.384
C -0.703 -0.019 0.114 0.113
N 0.621 0.252 0.062 0.690
N 0.769 1.569 0.121 -0.998
N -0.394 2.167 0.240 -0.095
P -1.175 -1.741 0.351 0.806
Se -0.549 -3.218 -1.015 -0.272
C -2.996 -1.804 0.535 0.102
C -3.629 -1.620 1.762 -0.166
C -5.002 -1.798 1.879 -0.597
C -5.750 -2.168 0.771 -0.469
C -5.126 -2.342 -0.457 -0.756
C -3.758 -2.156 -0.579 -0.497
C -0.580 -2.124 2.041 0.067
C -0.975 -3.345 2.592 -0.333
C -0.560 -3.712 3.861 -0.750
C 0.274 -2.870 4.590 -0.567
C 0.691 -1.670 4.038 -0.964
C 0.267 -1.294 2.767 -0.024
H -5.403 1.886 2.112 0.379
H -5.803 1.660 4.558 0.372
H -3.895 1.275 6.087 0.350
H -1.592 1.154 5.178 0.398
H -1.205 1.436 2.755 0.361
H -2.343 3.411 -1.834 0.413
H -2.132 5.828 -2.287 0.380
H -2.451 7.470 -0.455 0.347
H -2.947 6.676 1.834 0.377
H -3.123 4.256 2.290 0.363
H -3.049 -1.347 2.634 0.360
H -5.483 -1.645 2.838 0.391
H -6.821 -2.311 0.862 0.341
H -5.709 -2.604 -1.332 0.371
H -3.264 -2.298 -1.532 0.342
H -1.598 -4.011 2.006 0.414
H -0.874 -4.663 4.278 0.363
H 0.610 -3.161 5.578 0.363
H 1.372 -1.026 4.582 0.490
H 0.633 -0.377 2.326 0.564
```

Calculated values
Net charge = -2
E = -8186.7276 hartree
Orbital gap = 5.31 eV
M = 903.744 g mol⁻¹


No. 6
# C24H19N2OS

A cluster of 2 separate species, C24H19N2OS in total at a distorted geometry (ωB97M-V/def2-TZVPD, the Open Molecules 2025 dataset).

```
47
Properties=species:S:1:pos:R:3:mulliken_charge:R:1
C 3.494 1.828 -1.838 -0.577
C 3.094 1.887 -0.520 -0.723
C 2.696 0.717 0.115 0.071
C 2.700 -0.506 -0.567 0.627
C 3.098 -0.545 -1.889 -0.383
C 3.495 0.620 -2.519 -0.585
S 2.176 -1.847 0.496 -0.195
C 1.913 -0.747 1.856 0.492
N 1.506 -0.805 3.085 -0.451
C 1.553 0.490 3.649 -0.640
C 2.063 1.472 2.564 -0.627
N 2.257 0.544 1.451 0.156
H 3.806 2.729 -2.339 0.388
H 3.088 2.814 0.026 0.423
H 3.103 -1.482 -2.415 0.402
H 3.813 0.596 -3.548 0.390
H 0.552 0.759 4.009 0.333
H 2.213 0.468 4.525 0.281
H 1.335 2.238 2.284 0.323
H 3.013 1.951 2.815 0.329
C 8.469 -5.276 1.927 -0.379
C 8.119 -4.186 2.706 -0.866
C 6.816 -4.008 3.115 -0.325
C 5.826 -4.932 2.745 0.587
C 4.430 -4.835 3.124 1.178
O 3.619 -5.853 2.662 -0.387
C 2.272 -5.830 2.972 0.254
C 1.706 -4.795 3.753 1.052
C 0.331 -4.834 4.040 -0.662
C -0.455 -5.859 3.566 -0.662
C 0.105 -6.869 2.796 -0.430
C 1.449 -6.853 2.503 -0.714
C 2.569 -3.777 4.216 -0.498
C 3.901 -3.801 3.903 -0.540
C 6.206 -6.024 1.957 -0.502
C 7.507 -6.195 1.552 -0.679
H 9.490 -5.410 1.611 0.416
H 8.876 -3.475 2.993 0.414
H 6.554 -3.159 3.720 0.352
H -0.098 -4.052 4.641 0.452
H -1.509 -5.883 3.791 0.425
H -0.511 -7.670 2.423 0.417
H 1.904 -7.624 1.908 0.477
H 2.162 -2.981 4.817 0.364
H 4.550 -3.020 4.259 0.367
H 5.442 -6.729 1.675 0.447
H 7.776 -7.045 0.946 0.408
```

Calculated values
Net charge = +1
E = -1508.6666 hartree
Orbital gap = 5.03 eV
M = 383.496 g mol⁻¹


- Which formula does entry 6 have?
  C24H19N2OS


- What is the M in the third record?
  550.421 g mol⁻¹


- Look up the orbital gap of the second one.
  10.52 eV